DFT (ωB97M-V with the def2-TZVPD basis set) results for a molecular structure, C22H31CuN5O6S2Si2.

Structure (XYZ):
```
69
Properties=species:S:1:pos:R:3:forces:R:3:nbo_charge:R:1
Cu 0.0245 0.9375 1.1469 0.1 -0.1 0.0 1.45
O -2.1550 -0.2522 3.9115 0.0 0.0 0.1 -1.02
S -0.9238 -0.3940 3.1606 0.1 0.2 -0.5 2.55
O -0.0511 -1.4446 3.6296 0.0 -0.1 0.1 -1.01
O -0.1720 0.9490 3.0870 -0.1 0.0 0.2 -1.04
O -1.2090 -0.5306 1.6637 -0.1 -0.3 -0.1 -1.08
C 2.6992 1.3191 -2.4921 0.1 -0.1 0.0 -1.13
Si 3.3084 -0.2581 -1.6096 0.0 0.1 -0.1 1.72
C 3.9560 -1.3166 -3.0562 0.0 0.0 0.0 -1.12
C 4.8524 0.3543 -0.6792 0.0 -0.1 0.0 -1.12
C 2.3026 -1.2793 -0.4965 -0.4 0.1 -0.1 -1.38
C 2.4152 -0.8737 0.8764 0.1 0.0 0.1 0.31
C 2.9891 -1.7341 1.8557 0.0 0.0 0.0 -0.27
C 3.3967 -1.2637 3.0702 0.0 0.0 0.0 -0.15
C 3.2257 0.0937 3.3742 0.0 0.0 0.0 -0.34
C 2.5430 0.8526 2.4627 0.0 0.0 0.0 0.09
N 2.0965 0.4019 1.2701 0.1 0.0 0.0 -0.67
Si 1.5100 -2.8646 -0.9050 0.1 -0.1 0.1 1.72
C 0.6062 -3.6047 0.5786 0.0 -0.1 -0.1 -1.12
C 2.6599 -4.2591 -1.5310 0.0 0.0 0.0 -1.12
C 0.2248 -2.7488 -2.2915 0.0 0.1 0.0 -1.12
H 3.4816 2.0849 -2.4397 0.0 0.0 0.0 0.21
H 1.8015 1.7234 -2.0343 -0.1 0.0 0.1 0.26
H 2.5020 1.1311 -3.5537 -0.1 0.0 0.0 0.21
H 4.6539 -0.7293 -3.6627 0.0 0.0 0.0 0.21
H 3.1401 -1.6412 -3.7120 0.0 0.0 0.0 0.22
H 4.4701 -2.2122 -2.6984 0.0 0.0 0.0 0.22
H 5.6509 0.5896 -1.3926 0.0 0.0 0.0 0.21
H 5.2202 -0.4024 0.0198 0.0 0.0 0.0 0.22
H 4.6364 1.2597 -0.1066 0.0 0.0 0.0 0.23
H 3.1718 -2.7617 1.5704 0.0 0.0 0.0 0.20
H 3.8663 -1.9328 3.7835 0.0 0.0 0.0 0.19
H 3.5383 0.5188 4.3175 0.0 0.0 0.0 0.20
H 2.2832 1.8787 2.6944 0.0 0.0 0.0 0.19
H 1.2950 -4.0294 1.3127 0.0 0.0 0.0 0.22
H -0.0446 -4.4160 0.2311 0.0 0.0 0.0 0.21
H -0.0125 -2.8675 1.0960 0.0 0.0 0.0 0.28
H 3.5234 -4.3647 -0.8661 0.0 0.0 0.0 0.22
H 3.0400 -4.0546 -2.5361 0.0 0.0 0.0 0.22
H 2.1274 -5.2167 -1.5581 0.0 0.0 0.0 0.21
H -0.6061 -2.1044 -1.9957 0.0 0.0 0.0 0.24
H -0.1733 -3.7368 -2.5466 0.0 0.0 0.0 0.21
H 0.6726 -2.3235 -3.1958 0.0 0.0 0.0 0.21
N -7.2348 1.2847 2.4205 0.0 0.0 0.0 -0.81
C -5.9926 1.8226 2.0097 0.0 0.0 0.0 0.14
C -4.8234 1.4915 2.6887 -0.1 0.0 0.0 -0.22
C -3.6133 2.0363 2.3014 -0.1 0.0 0.1 -0.15
C -3.5620 2.9090 1.2259 0.1 0.0 0.0 -0.37
C -4.7178 3.2529 0.5476 0.0 0.0 -0.1 -0.14
C -5.9342 2.7188 0.9440 0.0 0.0 0.0 -0.30
S -1.9776 3.5420 0.7456 0.0 0.1 -0.1 2.35
O -1.2883 3.8813 1.9619 0.1 -0.1 0.0 -0.96
O -2.2034 4.5995 -0.2118 -0.1 0.0 0.0 -0.98
N -1.1670 2.3091 0.0902 0.1 0.0 -0.1 -1.05
C -1.4747 1.8594 -1.1573 -0.3 0.0 0.1 0.56
N -0.5421 1.0489 -1.6904 0.0 -0.1 0.1 -0.50
C -0.7602 0.5877 -2.9049 0.0 0.0 0.0 0.10
C -1.9041 0.8918 -3.6316 0.1 -0.1 0.0 -0.38
C -2.8248 1.6880 -2.9777 0.0 0.1 0.1 0.09
N -2.6404 2.1698 -1.7591 0.0 0.1 0.0 -0.51
H -7.1213 0.4135 2.9178 0.0 0.0 0.0 0.37
H -7.8690 1.1529 1.6466 0.0 0.0 0.0 0.36
H -4.8439 0.7908 3.5165 0.0 0.0 0.0 0.21
H -2.7207 1.7624 2.8423 0.1 0.0 0.0 0.27
H -4.6469 3.9217 -0.3003 0.0 0.0 0.0 0.24
H -6.8452 2.9859 0.4169 0.0 0.0 0.0 0.19
H 0.0141 -0.0507 -3.3138 0.0 0.0 0.0 0.20
H -2.0761 0.5046 -4.6258 0.0 0.0 0.0 0.20
H -3.7676 1.9488 -3.4560 0.0 0.0 0.0 0.17
```
Positions in Å, forces in eV/Å.

Results
F_max = 0.011 hartree/bohr
E = -4598.14227 hartree
Multiplicity = 2
Net charge = -2
LUMO energy (alpha / beta) = 4.6 / 4.5 eV